# C27H27NO2

A cluster of 2 separate species, C27H27NO2 in total (ωB97M-V with the def2-TZVPD basis set, the Open Molecules 2025 dataset).

Values from the calculation:
Relative energy (zero: lowest compared OMol25 entry of this formula, charge and spin) = 0.000 eV
Lowest unoccupied orbital energy = -0.003 Ha
Net charge = 0

CARTESIAN COORDINATES (ANGSTROEM)
C -4.9315 -1.8075 1.7338
C -3.7136 -2.4382 2.0133
C -2.5696 -1.6815 2.2963
C -2.6146 -0.2758 2.3034
C -1.4553 0.6333 2.6665
C -0.1589 0.0118 2.8343
C 1.1397 0.5777 2.9749
C 2.3056 -0.2658 2.4889
C 2.2834 -1.6684 2.3404
C 3.4497 -2.3793 2.0255
C 4.6587 -1.7116 1.8229
C 4.6768 -0.3117 1.8924
C 3.5129 0.3980 2.1985
O 1.3947 1.6866 3.5258
O -1.6940 1.8530 2.7959
C -3.8341 0.3432 1.9510
C -4.9808 -0.4066 1.6992
H -5.8274 -2.3923 1.5371
H -3.6554 -3.5257 2.0191
H -1.6347 -2.1923 2.5242
H -0.1178 -0.9227 2.3018
H 1.3551 -2.2200 2.4843
H 3.4166 -3.4661 1.9477
H 5.5716 -2.2665 1.6074
H 5.6021 0.2356 1.7169
H 3.5314 1.4904 2.2354
H -3.8786 1.4347 1.9004
H -5.9144 0.1125 1.4770
C 2.3764 0.2290 8.2663
C 2.0183 -0.4626 6.9497
C 0.6366 -0.0707 6.4461
N 0.5231 1.4077 6.3406
C 0.0383 1.9699 5.2506
C -0.1109 3.4146 5.1584
C 0.9626 4.2679 5.5073
C 0.7950 5.6453 5.5155
C -0.4266 6.2103 5.1212
C -1.4921 5.3767 4.7527
C -1.3415 3.9974 4.7817
C 0.7333 2.0610 7.6464
C 2.1198 1.7368 8.2089
H 1.7915 -0.2099 9.0878
H 3.4319 0.0553 8.4999
H 2.7605 -0.1992 6.1858
H 2.0513 -1.5510 7.0806
H 0.4224 -0.5327 5.4739
H -0.1228 -0.4012 7.1749
H -0.5842 1.3297 4.6481
H 1.9076 3.8185 5.8271
H 1.6249 6.2799 5.8214
H -0.5416 7.2963 5.0883
H -2.4436 5.8091 4.4306
H -2.1800 3.3418 4.5364
H 0.5874 3.1407 7.5957
H -0.0240 1.6415 8.3319
H 2.1904 2.1632 9.2195
H 2.8944 2.2292 7.6017

Atomic forces in eV per Å
C 0.42 0.33 0.07
C -0.08 0.33 -0.01
C -0.16 0.26 0.04
C -0.76 -0.15 -0.48
C 0.56 0.87 0.23
C 0.20 -0.07 -1.00
C -1.19 0.00 0.18
C 0.71 -0.07 -0.23
C 0.19 0.26 0.09
C -0.10 0.25 0.02
C -0.29 0.42 0.09
C -0.26 -0.18 -0.02
C -0.01 -0.14 0.22
O 0.22 -0.39 0.11
O 0.13 -1.03 0.08
C 0.16 -0.11 0.25
C 0.20 -0.24 -0.01
H 0.19 0.08 0.03
H 0.00 0.23 0.01
H -0.30 0.08 0.01
H -0.07 -0.30 0.20
H 0.28 0.12 0.09
H -0.05 0.26 0.02
H -0.24 0.13 0.03
H -0.19 -0.14 -0.02
H -0.02 -0.39 0.13
H 0.13 -0.42 0.12
H 0.23 -0.21 0.00
C -0.03 0.01 0.09
C 0.29 0.07 -0.08
C -0.34 0.10 0.05
N -0.17 -0.21 -0.19
C -0.44 -0.26 1.01
C 0.02 1.49 0.03
C -0.47 -0.50 0.13
C -0.20 0.09 -0.20
C -0.02 -0.36 -0.09
C 0.31 0.41 0.11
C 0.31 -0.76 0.16
C 0.53 -0.02 0.26
C 0.08 0.13 0.04
H 0.04 0.08 -0.15
H -0.15 -0.05 0.02
H -0.11 -0.06 0.03
H -0.02 0.18 -0.11
H 0.00 0.31 0.18
H 0.10 0.07 -0.21
H 0.29 0.00 -0.39
H -0.24 0.22 -0.30
H -0.19 -0.08 -0.13
H 0.03 -0.37 0.05
H 0.35 -0.16 0.17
H 0.36 0.25 -0.10
H -0.11 -0.30 -0.19
H 0.10 0.09 -0.30
H -0.01 -0.05 -0.23
H -0.22 -0.11 0.04